(1)
Molecular formula: H14O6S
Method: DFT, ωB97M-V with the def2-TZVPD basis set

XYZ file:
```
21
Properties=species:S:1:pos:R:3:nbo_charge:R:1
S 4.23868 -0.56830 1.69016 -0.2948
O -4.70498 2.13192 -0.20221 -0.9346
O -0.54856 -2.11970 -1.09382 -0.9987
O -1.89623 0.55950 0.61894 -0.9812
O -0.13761 -1.36677 1.61859 -0.9556
O -0.54408 2.15514 -1.36119 -0.9514
O 0.26037 -0.13986 -2.79865 -1.0025
H 0.05434 -2.84708 -1.24036 0.4916
H 0.27202 1.95842 -0.88011 0.4651
H -4.97755 1.36736 -0.71386 0.4803
H -0.98681 -1.69525 1.93655 0.4784
H 3.24223 -1.47143 1.73191 0.1527
H -4.26473 1.86467 0.60013 0.4566
H -0.11888 -0.85700 -2.24107 0.5044
H -0.22576 1.91081 -2.23522 0.5016
H 0.23908 -0.47816 -3.69816 0.4672
H -0.24375 -0.41040 1.67240 0.4946
H 4.50563 -0.67626 2.99895 0.1425
H -0.63928 -1.72759 -0.21329 0.5203
H -2.52060 1.27327 0.77322 0.4624
H -1.32363 0.96086 -0.06234 0.5012
```

## Properties
E_tot	-23347.4798	eV
ΔE to the lowest compared entry with this formula, charge and spin	0.952	eV
LUMO	0.38	eV
net charge	0
HOMO	-9.75	eV



(2)
Molecular formula: H14O6S
Method: DFT, ωB97M-V with the def2-TZVPD basis set

XYZ file:
```
21
Properties=species:S:1:pos:R:3:nbo_charge:R:1
S 1.67183 1.61201 -0.07683 -0.2916
O 1.02750 0.72063 -3.10936 -0.9434
O -1.67786 0.22840 -0.50535 -1.0005
O 0.54349 -1.57559 -0.20677 -0.9732
O -2.52025 -2.23728 -1.23188 -0.9544
O 1.11349 -0.87882 3.03297 -0.9528
O -1.28377 0.57110 2.13505 -0.9864
H -1.52015 0.33348 0.46207 0.5095
H 1.76495 2.84907 -0.42379 0.1462
H -0.42477 0.30677 2.49534 0.5154
H 0.36716 1.44137 -0.01643 0.1411
H 0.13836 0.80279 -2.76251 0.4678
H -2.74502 -1.33948 -0.94102 0.4779
H 1.76644 -0.44050 2.45796 0.4805
H 0.18416 -0.69738 -0.35273 0.4757
H -2.54880 0.63175 -0.54778 0.4744
H -1.74962 0.98174 2.87278 0.4905
H -0.16920 -2.21389 -0.23793 0.4931
H -2.12238 -2.07174 -2.10276 0.4666
H 1.08417 -1.72421 2.56123 0.4869
H 1.42196 -0.02505 -2.64714 0.4767
```

## Properties
E_tot	-23347.5063	eV
ΔE to the lowest compared entry with this formula, charge and spin	0.925	eV
LUMO	0.18	eV
net charge	0
HOMO	-9.66	eV



(3)
Molecular formula: H14O6S
Method: DFT, ωB97M-V with the def2-TZVPD basis set

XYZ file:
```
21
Properties=species:S:1:pos:R:3:nbo_charge:R:1
S -0.36120 -0.64356 3.71378 -0.3191
O -2.40127 1.91937 -3.05875 -0.9641
O 4.89725 -0.11362 -1.47051 -0.9414
O -0.01254 0.04518 -1.60628 -0.9510
O 2.20663 -0.06400 0.41052 -0.9521
O -1.53930 -2.87294 0.58575 -0.9400
O -2.21425 2.37184 2.57025 -0.9489
H -0.51820 -0.65139 -2.03048 0.4689
H -0.75661 -3.10095 0.04668 0.4727
H 2.36865 -0.99370 0.55208 0.4581
H -0.70520 0.62448 -1.26995 0.4900
H -2.15529 -2.44601 -0.00062 0.4689
H -2.55818 1.84182 3.29935 0.4706
H 5.13486 0.19918 -2.33815 0.4624
H -3.12071 1.25854 -2.99946 0.4790
H -0.69622 -1.43790 2.73229 0.1542
H -2.69642 2.82219 -3.09178 0.4858
H -1.31659 2.03902 2.41829 0.4778
H 1.56303 -0.14514 -0.32199 0.4871
H 3.93277 -0.03528 -1.43846 0.4773
H 0.94879 -0.61715 3.29744 0.1637
```

## Properties
E_tot	-23347.1008	eV
ΔE to the lowest compared entry with this formula, charge and spin	1.331	eV
LUMO	-0.16	eV
net charge	0
HOMO	-9.73	eV



(4)
Molecular formula: H14O6S2
Method: DFT, ωB97M-V with the def2-TZVPD basis set

XYZ file:
```
22
Properties=species:S:1:pos:R:3:nbo_charge:R:1
S -1.58254 0.92448 3.04640 -0.1232
S -3.15324 0.03270 2.21076 -0.1113
O -0.61999 -2.32830 1.58535 -0.9477
O 2.27368 0.22753 1.20780 -0.9723
O -2.67049 -0.98388 -2.09093 -0.9244
O 0.22900 1.70775 -2.83747 -0.9404
O 1.81228 2.84138 0.33604 -0.9410
O 1.69758 -0.58622 -2.34044 -0.9540
H -2.56318 -0.86429 -3.04621 0.4652
H 1.79347 -0.38749 1.76075 0.4916
H -0.13881 -3.00498 1.10145 0.4757
H -3.26152 -1.11379 2.91162 0.1124
H 1.38121 2.00513 0.54468 0.4696
H 1.63153 -1.50173 -2.07736 0.4871
H -0.84059 -2.69960 2.44410 0.4738
H 1.75784 3.29272 1.18492 0.4647
H 2.23483 0.15962 0.26726 0.4858
H -2.32758 -0.12173 -1.82087 0.4590
H -0.52563 1.50756 -2.27564 0.4485
H 0.89514 1.09145 -2.48610 0.4802
H 2.60673 -0.31002 -2.18635 0.4797
H -0.62972 0.11171 2.56023 0.1211
```

## Properties
E_tot	-34181.9105	eV
ΔE to the lowest compared entry with this formula, charge and spin	1.712	eV
LUMO	-0.17	eV
net charge	0
HOMO	-9.24	eV



(5)
Molecular formula: H14O7
Method: DFT, ωB97M-V with the def2-TZVPD basis set

XYZ file:
```
21
Properties=species:S:1:pos:R:3:nbo_charge:R:1
O 0.72759 1.83160 2.02977 -0.9537
O 2.79896 0.76519 -0.53050 -0.9550
O 0.61788 -1.32462 2.61599 -0.9245
O -3.59382 -1.27593 0.69990 -0.9728
O -0.56950 0.12156 -0.48838 -0.9782
O 1.50449 0.09872 -2.91611 -0.9666
O -2.29047 -1.61075 -1.85871 -0.9588
H 1.26367 -1.37833 3.32656 0.4659
H -3.17294 -1.35352 -0.17633 0.4858
H 3.73546 0.60059 -0.68348 0.4847
H 0.76088 2.73197 1.68873 0.4788
H -1.66984 -0.98125 -1.44946 0.5000
H 0.20405 -0.46765 2.73079 0.4592
H -0.19082 0.60953 0.24880 0.4897
H -2.96746 -1.06203 -2.26795 0.4661
H 1.42697 0.89988 -3.44212 0.4660
H 2.76577 1.40443 0.18715 0.4885
H -0.15758 1.75934 2.40555 0.4785
H 0.04203 0.26211 -1.22620 0.4916
H 1.97142 0.36281 -2.10237 0.4904
H -3.20676 -1.99364 1.20836 0.4644
```

## Properties
E_tot	-14559.8827	eV
ΔE to the lowest compared entry with this formula, charge and spin	1.579	eV
LUMO	-0.12	eV
net charge	0
HOMO	-10.42	eV



(6)
Molecular formula: H14O7
Method: DFT, ωB97M-V with the def2-TZVPD basis set

XYZ file:
```
21
Properties=species:S:1:pos:R:3:nbo_charge:R:1
O -8.08500 4.48200 -24.10900 -0.9532
O -9.78500 0.95400 -23.72600 -0.9589
O -9.13600 7.36800 -23.85300 -0.9541
O -11.40300 6.00300 -23.32800 -0.9800
O -10.58600 3.71000 -24.14700 -0.9996
O -11.83500 -0.72300 -23.61300 -0.9593
O -8.65800 2.58600 -21.58700 -0.9613
H -11.21500 5.15900 -23.67900 0.4923
H -7.56800 4.70000 -23.34700 0.4868
H -9.62600 3.88300 -24.27100 0.4967
H -8.40000 6.74200 -23.92200 0.4426
H -10.68300 2.78900 -23.93700 0.4968
H -9.89300 6.79200 -23.95200 0.4900
H -7.52900 4.61100 -24.88800 0.4989
H -9.25900 1.28100 -23.04000 0.4977
H -9.16500 0.86900 -24.42300 0.4823
H -8.46800 3.50200 -21.74100 0.4779
H -12.69300 -0.26200 -23.51100 0.4583
H -9.49500 2.50200 -21.07700 0.4922
H -11.18500 -0.05500 -23.58600 0.4809
H -12.35400 6.12500 -23.42500 0.4730
```

## Properties
E_tot	-14559.7679	eV
ΔE to the lowest compared entry with this formula, charge and spin	1.693	eV
LUMO	-0.29	eV
net charge	0
HOMO	-10.63	eV



(7)
Molecular formula: H14O7
Method: DFT, ωB97M-V with the def2-TZVPD basis set

XYZ file:
```
21
Properties=species:S:1:pos:R:3:nbo_charge:R:1
O 2.84597 4.48029 -0.81510 -0.9168
O -0.84553 0.34547 1.27541 -0.8722
O 0.56915 -1.87341 4.02021 -0.9196
O -2.52678 -3.19183 -3.27476 -0.9197
O 2.14918 0.34768 -2.49084 -0.9376
O -2.11798 0.64537 2.38534 -0.8875
O 0.17410 -0.83854 -0.95040 -0.9214
H 0.00167 0.64004 0.91566 0.4178
H -0.59971 -0.44346 1.71972 0.4582
H -0.14569 -0.72147 -1.80325 0.4580
H 0.58450 -0.05533 -0.59746 0.4586
H -1.97936 -2.49719 -3.59207 0.4571
H 2.69843 0.80315 -3.22585 0.4792
H -3.26912 -3.09407 -3.95996 0.4629
H -2.65232 -0.10142 2.02424 0.4611
H -0.08813 -2.13050 3.29740 0.4578
H 2.56308 4.36323 0.02320 0.4566
H 1.27823 0.66418 -2.53818 0.4559
H -0.06989 -1.42088 4.58697 0.4631
H 2.11636 4.03681 -1.31649 0.4603
H -2.42297 0.63659 3.26739 0.4285
```

## Properties
E_tot	-14554.6720	eV
ΔE to the lowest compared entry with this formula, charge and spin	6.789	eV
LUMO	0.06	eV
net charge	0
HOMO	-8.68	eV



(8)
Molecular formula: H14O7
Method: DFT, ωB97M-V with the def2-TZVPD basis set

XYZ file:
```
21
Properties=species:S:1:pos:R:3:nbo_charge:R:1
O 0.87755 -0.87090 -0.65804 -0.9647
O -1.70691 -1.42799 2.07950 -0.9662
O -1.90524 -0.99620 -0.79028 -1.0272
O 1.75849 1.17858 -2.02893 -1.0103
O 0.90762 -0.47248 2.14584 -0.9679
O -1.10057 1.45882 -1.04918 -0.9674
O 1.11316 2.20429 0.70660 -0.9776
H -2.34356 -1.17573 -1.62647 0.4819
H 2.65745 0.89703 -2.17982 0.4709
H 1.74354 2.12133 -0.06851 0.4960
H -0.44006 1.76833 -0.36402 0.5218
H 1.33182 -1.29564 2.01267 0.4713
H 1.37750 0.42651 -1.46696 0.4877
H -0.56838 1.10036 -1.75309 0.4807
H 0.68279 -0.62912 0.26674 0.4853
H -1.90130 -2.33880 2.31617 0.4807
H -1.94973 -1.40061 1.13375 0.5069
H -0.03900 -0.76530 2.00410 0.5018
H -1.79514 0.00829 -0.83532 0.5086
H 1.24099 1.34367 1.16855 0.4915
H 0.05898 -1.13442 -1.01332 0.4964
```

## Properties
E_tot	-14560.7281	eV
ΔE to the lowest compared entry with this formula, charge and spin	0.733	eV
LUMO	0.31	eV
net charge	0
HOMO	-11.22	eV



(9)
Molecular formula: H14O7
Method: DFT, ωB97M-V with the def2-TZVPD basis set

XYZ file:
```
21
Properties=species:S:1:pos:R:3:nbo_charge:R:1
O -2.38407 -1.80357 1.49951 -0.9289
O 0.56010 -1.75056 1.23700 -0.9843
O 2.43043 0.54161 1.36596 -0.9769
O -0.74191 0.77814 1.10508 -0.9768
O -0.73265 1.19419 -1.81807 -1.0120
O 1.86643 1.33939 -1.35810 -0.9950
O -0.62910 -1.36455 -1.42380 -0.9704
H 0.20918 0.92499 0.97596 0.4849
H 1.39133 -1.33117 1.18394 0.4844
H 2.12471 2.05328 -1.99308 0.4703
H -1.11807 1.43237 0.46212 0.4859
H -2.75651 -0.94619 1.33916 0.4765
H 2.43114 1.30135 1.96758 0.4701
H -0.08997 -1.13003 1.60658 0.5003
H 0.23865 -1.47950 -0.96362 0.5135
H -1.28129 -1.63850 -0.61671 0.4802
H 2.38867 1.05161 0.51280 0.5022
H -1.12721 0.28019 -1.60569 0.5260
H -1.14383 1.50290 -2.65782 0.4854
H 0.89759 1.38938 -1.51336 0.5016
H -2.53362 -2.34532 0.69454 0.4628
```

## Properties
E_tot	-14559.9257	eV
ΔE to the lowest compared entry with this formula, charge and spin	1.536	eV
LUMO	0.20	eV
net charge	0
HOMO	-10.77	eV



(10)
Molecular formula: H14O7
Method: DFT, ωB97M-V with the def2-TZVPD basis set

XYZ file:
```
21
Properties=species:S:1:pos:R:3:nbo_charge:R:1
O 2.57134 -38.08257 -24.45681 -0.9636
O 1.28689 -41.19498 -26.41382 -0.9858
O 3.15885 -40.80321 -29.01421 -0.9471
O 6.54796 -41.25849 -25.11555 -0.9698
O 1.33733 -43.84365 -25.47218 -0.9561
O 3.73233 -40.72270 -24.98443 -0.9912
O 5.03203 -37.14869 -25.94942 -0.9499
H 0.99998 -44.70908 -25.72222 0.4795
H 1.64742 -37.98872 -24.71154 0.4908
H 3.04726 -41.03618 -25.58925 0.4939
H 6.88636 -40.48409 -24.65902 0.4597
H 5.58073 -41.16779 -25.06658 0.4968
H 3.35185 -39.93381 -24.57766 0.4937
H 0.64732 -40.94673 -27.08739 0.4862
H 4.70324 -36.30135 -26.26201 0.4614
H 0.86133 -41.89943 -25.90136 0.5017
H 3.66318 -40.27056 -29.63622 0.4693
H 4.28091 -37.55970 -25.50119 0.4821
H 3.44310 -40.50023 -28.14465 0.4777
H 2.08543 -43.69087 -26.06132 0.4840
H 2.72948 -37.39194 -23.80316 0.4867
```

## Properties
E_tot	-14560.0913	eV
ΔE to the lowest compared entry with this formula, charge and spin	1.370	eV
LUMO	0.09	eV
net charge	0
HOMO	-10.21	eV



(11)
Molecular formula: H14O7
Method: DFT, ωB97M-V with the def2-TZVPD basis set

XYZ file:
```
21
Properties=species:S:1:pos:R:3:nbo_charge:R:1
O -3.00612 1.62416 2.48419 -0.9458
O 1.35606 -2.01654 1.20429 -0.9373
O -0.01425 -0.86970 -2.23751 -0.9679
O -3.65585 -1.89370 -0.42989 -0.9309
O 4.48102 -0.62954 1.16874 -0.9450
O 1.04133 2.78854 -0.99314 -0.9486
O -0.17464 0.82841 -0.98592 -0.9447
H 0.37632 3.42122 -1.04033 0.4772
H -3.84724 -1.83630 -1.42423 0.4680
H 1.62241 3.08789 -0.29130 0.4885
H 4.59860 -0.38704 0.25498 0.4681
H 0.74276 -2.60756 0.72198 0.4761
H -0.72217 -0.55954 -1.66977 0.4887
H 1.78010 -1.56295 0.50988 0.4607
H -3.08301 1.22033 3.32976 0.4691
H 0.21423 -0.03151 -2.74421 0.4621
H -0.59875 1.61965 -1.13820 0.4520
H -2.56995 0.99816 1.89803 0.4767
H 0.71692 1.12182 -1.02233 0.4922
H 3.48857 -0.62874 1.38866 0.4775
H -2.93926 -2.50844 -0.45904 0.4633
```

## Properties
E_tot	-14557.3813	eV
ΔE to the lowest compared entry with this formula, charge and spin	4.080	eV
LUMO	-0.08	eV
net charge	0
HOMO	-9.90	eV



(12)
Molecular formula: H14O7
Method: DFT, ωB97M-V with the def2-TZVPD basis set

XYZ file:
```
21
Properties=species:S:1:pos:R:3:nbo_charge:R:1
O 0.93312 0.02308 1.41983 -0.9457
O 0.08823 -2.26666 -0.23747 -0.9296
O 2.56744 -0.52682 -0.24624 -0.9291
O 2.37512 1.02738 2.43708 -0.9324
O -0.97386 -1.57353 -3.60489 -0.9180
O -0.39594 0.78068 -0.93237 -0.9250
O -4.15604 2.97136 1.74024 -0.9294
H 0.19264 -0.51289 1.72547 0.4579
H 0.54768 0.59179 0.74381 0.4839
H -3.52613 2.68479 1.06936 0.4611
H -5.01412 2.87825 1.31125 0.4686
H -0.05310 -1.52236 -3.32459 0.4625
H -0.60727 -0.14450 -1.10081 0.4589
H 1.61904 -0.67972 -0.32469 0.4657
H -0.33405 -2.08847 -1.08536 0.4517
H 1.96245 0.21039 2.73912 0.4774
H 1.02780 -2.31011 -0.44796 0.4813
H -1.43668 -0.98439 -2.99852 0.4612
H 3.32037 0.85190 2.50557 0.4503
H -1.00500 1.03632 -0.23045 0.4750
H 2.86828 -0.44652 -1.15840 0.4537
```

## Properties
E_tot	-14557.4909	eV
ΔE to the lowest compared entry with this formula, charge and spin	3.971	eV
LUMO	-0.37	eV
net charge	0
HOMO	-9.48	eV



Which value of LUMO does entry 8 give? 0.31 eV



Which value of HOMO does entry 7 give? -8.68 eV



Repeat the eleventh record exactly.
Molecular formula: H14O7
Method: DFT, ωB97M-V with the def2-TZVPD basis set

XYZ file:
```
21
Properties=species:S:1:pos:R:3:nbo_charge:R:1
O -3.00612 1.62416 2.48419 -0.9458
O 1.35606 -2.01654 1.20429 -0.9373
O -0.01425 -0.86970 -2.23751 -0.9679
O -3.65585 -1.89370 -0.42989 -0.9309
O 4.48102 -0.62954 1.16874 -0.9450
O 1.04133 2.78854 -0.99314 -0.9486
O -0.17464 0.82841 -0.98592 -0.9447
H 0.37632 3.42122 -1.04033 0.4772
H -3.84724 -1.83630 -1.42423 0.4680
H 1.62241 3.08789 -0.29130 0.4885
H 4.59860 -0.38704 0.25498 0.4681
H 0.74276 -2.60756 0.72198 0.4761
H -0.72217 -0.55954 -1.66977 0.4887
H 1.78010 -1.56295 0.50988 0.4607
H -3.08301 1.22033 3.32976 0.4691
H 0.21423 -0.03151 -2.74421 0.4621
H -0.59875 1.61965 -1.13820 0.4520
H -2.56995 0.99816 1.89803 0.4767
H 0.71692 1.12182 -1.02233 0.4922
H 3.48857 -0.62874 1.38866 0.4775
H -2.93926 -2.50844 -0.45904 0.4633
```

## Properties
E_tot	-14557.3813	eV
ΔE to the lowest compared entry with this formula, charge and spin	4.080	eV
LUMO	-0.08	eV
net charge	0
HOMO	-9.90	eV